No. 1
The following is a DFT calculation (ωB97M-V/def2-TZVPD) of a cluster of 2 separate species, C9H14 in total in a non-equilibrium geometry.

Each line ends with the Löwdin charge.
Element x y z (Å)
C1 -0.73 -0.59 2.11  -0.0683
C2 -0.86 2.09 -0.61  -0.0836
C3 -1.87 1.59 -1.50  -0.0677
C4 -0.51 1.36 0.50  -0.0721
C5 -1.25 0.14 0.89  -0.2274
C6 -2.52 0.43 -1.13  -0.1023
C7 -2.25 -0.29 0.02  -0.0622
H1 -0.16 2.95 -0.78  0.1167
H2 -2.14 2.03 -2.40  0.0693
H3 0.36 1.62 1.01  0.0767
H4 -3.52 0.15 -1.45  0.1032
H5 -1.00 -0.22 3.08  0.0603
H6 0.30 -0.27 2.39  0.0833
H7 -2.70 -1.18 0.18  0.0729
H8 -0.88 -1.68 2.09  0.0873
C8 1.93 -0.63 -0.85  -0.1807
C9 3.05 -1.39 -0.26  -0.1725
H9 1.02 -1.03 -0.39  0.0596
H10 1.76 0.40 -0.76  0.0429
H11 1.68 -0.78 -1.83  0.0478
H12 3.99 -1.17 -0.89  0.0886
H13 2.84 -2.42 -0.18  0.0405
H14 3.47 -1.13 0.77  0.0877

E_LUMO: 0.96 eV
Highest occupied orbital energy: -8.781 eV
2S+1: 1
HOMO-LUMO gap: 9.74 eV
SMILES string: Cc1ccccc1.CC
Energy above the lowest of the compared OMol25 structures with the same formula, charge and spin: 47.10 kcal/mol

No. 2
The following is a DFT calculation (ωB97M-V/def2-TZVPD) of the molecule C2H5NS2 in a non-equilibrium geometry.

Each line ends with the Löwdin charge.
Element x y z (Å)
C1 -0.76 -1.26 -1.10  -0.4309
C2 0.28 0.72 0.47  -1.2169
H1 -1.31 -0.40 -1.30  -0.0508
H2 -1.51 -1.88 -0.67  0.0336
H3 -0.34 -1.74 -1.99  0.0464
H4 1.81 0.54 1.74  0.0781
H5 1.07 2.06 1.58  0.0537
N1 1.09 1.12 1.43  0.0180
S1 0.59 -0.90 -0.05  0.8762
S2 -0.91 1.73 -0.12  0.5925

E_LUMO: 0.69 eV
Highest occupied orbital energy: -8.508 eV
2S+1: 1
HOMO-LUMO gap: 9.19 eV
SMILES string: CSC(N)=S
Energy above the lowest of the compared OMol25 structures with the same formula, charge and spin: 6.58 kcal/mol

No. 3
The following is a DFT calculation (ωB97M-V/def2-TZVPD) of a structure of composition C27H49OSi4 in a non-equilibrium geometry.

Each line ends with the Löwdin charge.
Element x y z (Å)
C1 -5.82 0.83 -1.12  -0.1572
Si1 -4.55 -0.17 -2.08  0.4492
C2 -5.26 -1.83 -2.56  -0.1621
C3 -4.09 0.73 -3.68  -0.1921
C4 -3.00 -0.45 -0.97  -0.2695
Si2 -2.03 0.44 -2.25  0.6811
H1 0.78 -0.38 1.81  0.0926
C5 -1.08 -0.59 -3.46  -0.3197
Si3 0.56 -1.56 -3.39  0.4604
C6 0.57 -2.11 -5.19  -0.1839
C7 2.12 -0.62 -2.98  -0.1737
C8 0.59 -3.09 -2.32  -0.1776
C9 -1.86 2.30 -2.00  -0.3015
Si4 -0.80 3.51 -1.00  0.4758
C10 0.38 4.32 -2.21  -0.1815
C11 -1.98 4.74 -0.17  -0.1775
C12 0.28 2.78 0.37  -0.1827
H2 -5.41 1.76 -0.71  0.0352
H3 -6.68 1.10 -1.76  0.0466
H4 -6.22 0.24 -0.29  0.0490
H5 -4.54 -2.45 -3.11  0.0400
H6 -5.59 -2.38 -1.67  0.0482
H7 -6.14 -1.71 -3.21  0.0473
H8 -3.37 0.26 -4.36  0.0420
H9 -5.03 0.72 -4.25  0.0851
H10 -3.86 1.80 -3.58  0.0416
H11 -3.08 0.06 0.00  0.0585
H12 -2.79 -1.51 -0.81  0.0585
H13 -1.82 -1.37 -3.76  0.0568
H14 -0.97 0.09 -4.33  0.0585
H15 1.44 -2.74 -5.40  0.0435
H16 -0.35 -2.69 -5.39  0.0392
H17 0.57 -1.24 -5.86  0.0383
H18 2.94 -1.36 -2.94  0.0485
H19 2.36 0.11 -3.77  0.0377
H20 2.08 -0.10 -2.02  0.0162
H21 1.61 -3.52 -2.37  0.0472
H22 0.38 -2.90 -1.26  0.0239
H23 -0.11 -3.85 -2.69  0.0381
H24 -1.77 2.63 -3.06  0.0502
H25 -2.89 2.57 -1.69  0.0366
H26 1.24 4.75 -1.65  0.0424
H27 0.77 3.57 -2.92  0.0323
H28 -0.10 5.13 -2.78  0.0383
H29 -1.43 5.34 0.57  0.0422
H30 -2.43 5.45 -0.89  0.0373
H31 -2.80 4.22 0.35  0.0334
H32 0.68 3.62 0.97  0.0465
H33 -0.30 2.13 1.05  0.0372
H34 1.16 2.22 0.03  0.0155
C13 2.89 -5.02 5.43  -0.0593
O1 2.78 -5.37 4.03  -0.0871
C14 1.99 -4.56 3.28  -0.2774
C15 2.34 -4.45 1.91  0.0016
C16 2.21 -3.20 1.33  -0.0426
C17 1.72 -2.12 2.09  -0.2305
C18 1.78 -0.68 1.65  -0.1146
C19 2.57 0.33 2.48  -0.1927
C20 3.12 1.48 1.86  -0.0649
C21 3.41 2.63 2.60  -0.0518
C22 3.15 2.66 3.97  -0.2955
C23 3.32 3.95 4.71  -0.0602
C24 2.76 1.49 4.62  -0.0291
C25 2.42 0.34 3.88  -0.0266
C26 0.99 -2.41 3.25  -0.0701
C27 1.12 -3.62 3.89  -0.0243
H35 3.70 -5.66 5.77  0.0961
H36 3.13 -3.95 5.57  0.1034
H37 1.94 -5.25 5.95  0.0899
H38 2.87 -5.27 1.42  0.1227
H39 2.52 -3.01 0.29  0.1053
H40 1.98 -0.57 0.55  0.1103
H41 3.22 1.45 0.77  0.1005
H42 3.81 3.53 2.09  0.1240
H43 3.33 3.76 5.78  0.0761
H44 4.26 4.42 4.39  0.0836
H45 2.52 4.68 4.52  0.0841
H46 2.66 1.49 5.72  0.1183
H47 1.98 -0.51 4.38  0.0889
H48 0.39 -1.63 3.71  0.1160
H49 0.75 -3.78 4.91  0.1144

E_LUMO: -3.26 eV
Highest occupied orbital energy: -9.698 eV
2S+1: 1
HOMO-LUMO gap: 6.44 eV
Total charge: +1
Energy above the lowest of the compared OMol25 structures with the same formula, charge and spin: 21.48 kcal/mol

No. 4
The following is a DFT calculation (ωB97M-V/def2-TZVPD) of a cluster of 3 separate species, C49H48BI3N6O6 in total.

Each line ends with the Löwdin charge.
Element x y z (Å)
C1 6.34 -0.15 1.25  -0.0841
C2 5.53 -1.43 1.18  -0.2594
N1 5.06 -1.64 -0.21  -0.0079
C3 3.76 -2.16 -0.33  -0.2854
N2 2.83 -1.37 -0.77  0.1959
C4 1.57 -1.91 -0.83  -0.1733
C5 0.50 -1.12 -1.28  0.0422
C6 -0.77 -1.59 -1.32  -0.1573
C7 -1.83 -0.65 -1.85  -0.2337
C8 -2.89 -0.22 -0.83  -0.7438
C9 -2.33 0.17 0.52  -0.1600
I1 -3.90 1.51 -1.65  0.9248
C10 -1.05 -2.93 -0.90  -0.1153
C11 -2.46 -3.48 -0.90  -0.1089
C12 -3.15 -3.36 0.48  -0.1812
C13 -4.02 -4.58 0.84  -0.1754
C14 -4.08 -4.87 2.36  -0.2030
N3 -3.94 -6.31 2.66  0.0040
C15 -2.94 -6.64 3.63  -0.5699
N4 -2.84 -6.18 4.81  0.1160
N5 -2.04 -7.59 3.17  0.1150
C16 -0.01 -3.73 -0.50  0.0243
B1 -0.22 -5.23 -0.05  -0.6317
O1 -0.95 -5.50 1.11  0.1536
O2 0.27 -6.26 -0.79  0.1383
C17 1.31 -3.23 -0.45  -0.1421
N6 2.32 -4.04 -0.02  0.1758
C18 3.52 -3.54 0.03  -0.2639
C19 4.64 -4.45 0.51  -0.7012
I2 6.22 -4.58 -0.94  0.8948
C20 4.15 -5.87 0.84  -0.8098
C21 5.24 -6.67 1.57  -0.2159
I3 3.71 -6.95 -0.98  0.9019
H1 6.71 0.04 2.25  0.0775
H2 7.21 -0.21 0.59  0.0839
H3 5.76 0.72 0.94  0.0631
H4 6.21 -2.24 1.43  0.0870
H5 4.71 -1.38 1.89  0.1230
H6 5.02 -0.73 -0.65  0.0857
H7 0.71 -0.11 -1.59  0.1114
H8 -1.35 0.24 -2.26  0.0851
H9 -2.34 -1.12 -2.70  0.1161
H10 -3.68 -0.96 -0.77  0.0401
H11 -3.12 0.52 1.17  0.0645
H12 -1.61 0.98 0.40  0.0825
H13 -1.83 -0.67 1.00  0.0753
H14 -3.05 -2.97 -1.67  0.1138
H15 -2.43 -4.53 -1.17  0.1163
H16 -2.41 -3.17 1.25  0.1037
H17 -3.81 -2.49 0.49  0.0941
H18 -5.04 -4.33 0.54  0.1068
H19 -3.73 -5.48 0.32  0.1040
H20 -3.33 -4.29 2.90  0.1061
H21 -5.06 -4.56 2.73  0.1106
H22 -4.82 -6.67 2.99  0.1133
H23 -3.59 -5.52 4.99  0.0372
H24 -1.10 -7.40 3.49  0.0844
H25 -2.06 -7.64 2.16  0.0742
H26 -0.62 -5.03 1.88  0.1156
H27 0.85 -6.85 -0.29  0.0404
H28 5.06 -4.08 1.45  0.0749
H29 3.24 -5.83 1.42  0.0765
H30 4.79 -7.55 2.02  0.0727
H31 5.98 -7.04 0.87  0.0245
H32 5.74 -6.06 2.32  0.0798
C22 -5.24 5.12 -0.41  -0.0602
C23 -5.65 6.43 -0.17  -0.0535
C24 -5.39 7.02 1.06  -0.0022
C25 -4.74 6.31 2.05  -0.0831
C26 -4.35 4.99 1.82  -0.0787
C27 -4.59 4.40 0.58  -0.0349
C28 -3.68 4.18 2.88  -0.2716
O3 -3.33 3.04 2.67  0.0978
C29 -3.46 4.83 4.20  -0.0815
C30 -2.88 4.08 5.23  -0.0039
C31 -2.66 4.66 6.46  -0.0582
C32 -3.00 6.00 6.68  -0.0573
C33 -3.57 6.74 5.66  -0.0024
C34 -3.81 6.16 4.43  -0.0815
C35 -4.46 6.97 3.36  -0.2771
O4 -4.75 8.13 3.55  0.1073
H33 -5.43 4.66 -1.37  0.0956
H34 -6.16 6.98 -0.94  0.1076
H35 -5.70 8.04 1.25  0.1200
H36 -4.27 3.38 0.41  0.0096
H37 -2.62 3.05 5.05  0.1190
H38 -2.22 4.08 7.26  0.1067
H39 -2.81 6.45 7.64  0.1071
H40 -3.84 7.78 5.82  0.1203
C36 4.81 2.33 -1.82  -0.0520
C37 3.75 1.43 -1.95  -0.0536
C38 2.86 1.57 -2.99  0.0039
C39 3.00 2.61 -3.90  -0.0787
C40 4.05 3.53 -3.75  -0.0828
C41 4.95 3.37 -2.71  -0.0001
C42 4.20 4.68 -4.69  -0.2770
O5 5.11 5.47 -4.57  0.1064
C43 3.19 4.83 -5.77  -0.0822
C44 3.28 5.92 -6.63  -0.0028
C45 2.36 6.08 -7.65  -0.0573
C46 1.35 5.14 -7.83  -0.0573
C47 1.25 4.05 -6.98  -0.0023
C48 2.17 3.90 -5.95  -0.0823
C49 2.03 2.73 -5.02  -0.2755
O6 1.15 1.91 -5.18  0.1070
H41 5.51 2.22 -1.01  0.0935
H42 3.61 0.60 -1.25  0.0619
H43 2.04 0.87 -3.12  0.1043
H44 5.77 4.08 -2.61  0.1204
H45 4.07 6.65 -6.48  0.1201
H46 2.43 6.93 -8.31  0.1070
H47 0.63 5.26 -8.63  0.1070
H48 0.47 3.32 -7.11  0.1202

E_LUMO: -0.97 eV
Highest occupied orbital energy: -8.636 eV
2S+1: 1
HOMO-LUMO gap: 7.66 eV

No. 5
The following is a DFT calculation (ωB97M-V/def2-TZVPD) of a structure of composition C7H5BBr3Na in a non-equilibrium geometry.

Each line ends with the Löwdin charge.
Element x y z (Å)
C1 -1.15 2.19 1.29  0.0520
C2 -0.27 1.42 0.95  -0.1228
B1 0.64 0.11 0.54  -1.1866
Br1 2.54 0.69 0.24  0.6396
C3 0.66 -0.89 1.84  -0.1346
C4 0.74 -1.69 2.77  -0.0423
C5 -0.05 -0.70 -0.71  -0.5756
Br2 -0.58 -2.60 -0.39  0.5808
C6 -0.30 -0.20 -1.96  -0.7015
C7 0.10 1.27 -2.34  -0.1357
Br3 -1.18 -1.33 -3.33  0.5868
H1 -2.10 2.73 1.55  0.0393
H2 1.09 -2.43 3.55  0.0321
H3 0.10 1.32 -3.48  0.0680
H4 -0.67 2.05 -2.02  0.0928
H5 1.12 1.57 -2.01  0.0445
Na1 -0.70 -3.50 3.52  0.7633

E_LUMO: -2.19 eV
Highest occupied orbital energy: -8.217 eV
2S+1: 1
HOMO-LUMO gap: 6.03 eV
Energy above the lowest of the compared OMol25 structures with the same formula, charge and spin: 20.43 kcal/mol